{
  "formula": "C20H64N10O12",
  "method": "ωB97M-V/def2-TZVPD",
  "spin_multiplicity": 1,
  "smiles": "NC(N)=O.NC(N)=O.NC(N)=O.NC(N)=O.NC(N)=O.CC(C)O.CC(C)O.CC(C)O.CC(C)O.CO.CO.CO",
  "molar_mass_g_mol": 636.79,
  "gap_ev": 8.894,
  "e_above_lowest_kj_mol": 0.0,
  "largest_force_ev_per_a": 10.46,
  "e_lumo_ev": 0.17,
  "symbols": ["O", "O", "O", "O", "O", "O", "O", "O", "O", "O", "O", "O", "N", "N", "N", "N", "N", "N", "N", "N", "N", "N", "C", "C", "C", "C", "C", "C", "C", "C", "C", "C", "C", "C", "C", "C", "C", "C", "C", "C", "C", "C", "H", "H", "H", "H", "H", "H", "H", "H", "H", "H", "H", "H", "H", "H", "H", "H", "H", "H", "H", "H", "H", "H", "H", "H", "H", "H", "H", "H", "H", "H", "H", "H", "H", "H", "H", "H", "H", "H", "H", "H", "H", "H", "H", "H", "H", "H", "H", "H", "H", "H", "H", "H", "H", "H", "H", "H", "H", "H", "H", "H", "H", "H", "H", "H"],
  "xyz": [[-21.251, -7.409, 24.129], [-16.493, -6.208, 25.969], [-20.509, -3.130, 21.800], [-23.387, -11.615, 23.366], [-23.243, -9.372, 19.592], [-18.421, -10.650, 16.617], [-19.825, -9.705, 25.517], [-18.673, -11.447, 21.680], [-16.109, -10.807, 21.121], [-24.246, -5.237, 18.303], [-19.101, -7.856, 21.913], [-16.569, -3.875, 20.511], [-19.317, -5.079, 21.533], [-24.481, -11.282, 19.274], [-21.339, -7.482, 21.107], [-23.190, -9.558, 22.307], [-23.196, -9.588, 24.467], [-20.091, -9.995, 18.164], [-20.501, -9.421, 20.833], [-18.496, -11.408, 18.816], [-21.357, -5.250, 22.498], [-22.509, -11.235, 18.420], [-23.793, -6.322, 18.691], [-16.647, -9.491, 21.239], [-17.263, -5.404, 23.873], [-20.419, -4.480, 21.940], [-23.215, -10.259, 23.394], [-24.135, -6.446, 20.245], [-18.993, -10.674, 17.854], [-16.481, -6.113, 20.139], [-20.566, -12.551, 21.749], [-16.428, -6.392, 24.724], [-23.424, -10.610, 19.075], [-19.635, -10.119, 24.193], [-16.510, -4.680, 19.544], [-15.270, -4.479, 18.676], [-22.329, -6.605, 18.375], [-20.304, -8.227, 21.308], [-20.712, -6.706, 25.221], [-18.468, -13.380, 22.960], [-16.709, -7.770, 24.346], [-19.046, -12.633, 21.777], [-17.384, -13.292, 22.862], [-16.147, -7.798, 23.369], [-23.250, -8.554, 24.412], [-21.390, -6.577, 21.640], [-18.716, -12.916, 23.874], [-16.281, -8.461, 25.047], [-19.136, -6.075, 21.597], [-25.087, -5.925, 20.504], [-15.135, -5.473, 18.205], [-17.531, -11.768, 18.603], [-17.717, -11.356, 21.448], [-24.386, -7.018, 18.135], [-21.051, -11.882, 21.020], [-18.872, -11.576, 19.720], [-19.274, -11.117, 24.221], [-19.629, -6.857, 25.208], [-23.322, -5.919, 20.787], [-16.991, -9.297, 22.273], [-16.351, -6.921, 19.464], [-20.853, -5.629, 25.167], [-17.817, -7.941, 24.156], [-18.907, -9.515, 23.671], [-23.410, -9.998, 25.367], [-16.987, -5.265, 22.790], [-23.391, -9.778, 21.326], [-21.700, -6.021, 19.111], [-17.392, -9.248, 20.484], [-22.210, -4.699, 22.801], [-22.657, -12.096, 18.005], [-18.649, -13.167, 20.914], [-20.327, -10.389, 26.041], [-20.235, -9.722, 19.149], [-14.366, -4.311, 19.149], [-20.989, -7.116, 26.190], [-21.672, -10.729, 18.166], [-25.234, -10.861, 19.847], [-21.069, -8.307, 24.294], [-17.414, -4.533, 18.896], [-20.378, -9.361, 17.369], [-16.225, -5.294, 26.145], [-22.068, -6.210, 17.397], [-18.807, -14.372, 23.103], [-22.142, -7.725, 20.534], [-18.309, -5.724, 23.937], [-19.862, -10.171, 21.074], [-24.300, -7.401, 20.679], [-15.818, -8.807, 21.039], [-17.195, -4.392, 24.272], [-20.948, -13.573, 21.613], [-21.079, -5.952, 23.172], [-15.616, -6.310, 20.721], [-20.539, -10.074, 23.509], [-24.708, -12.154, 18.787], [-24.250, -5.276, 17.346], [-18.642, -4.487, 21.036], [-17.329, -6.429, 20.696], [-15.398, -6.175, 24.455], [-15.484, -3.752, 17.943], [-20.949, -12.226, 22.708], [-22.737, -8.642, 22.394], [-15.266, -10.851, 21.615], [-16.176, -3.087, 20.191], [-21.444, -9.791, 20.684], [-22.146, -7.659, 18.373]],
  "forces_ev_per_angstrom": [[-1.311, 1.753, -0.174], [-1.246, 1.897, 8.293], [-0.452, -6.024, 0.621], [0.852, 5.518, 0.335], [-0.551, -4.416, -1.766], [-2.754, 0.065, 5.661], [-1.137, 0.047, 1.401], [4.110, 9.132, -0.412], [0.202, -0.686, -0.127], [-2.670, 9.626, -3.116], [-5.431, -1.367, -2.626], [-0.545, 4.648, 6.376], [1.075, 0.451, -1.160], [-5.853, -1.600, 1.580], [-1.200, 3.149, 0.971], [0.921, 2.869, -2.684], [0.194, 3.708, 5.212], [-1.529, 2.171, -1.953], [0.557, -4.486, -0.764], [3.549, -1.879, -0.222], [-3.398, 1.301, 1.737], [2.604, 0.936, -1.035], [1.690, -8.435, 4.188], [1.291, 1.250, 0.763], [-0.231, 0.072, -0.545], [1.657, 7.626, -1.179], [-2.205, -9.925, -2.466], [0.140, 1.739, -0.494], [3.050, 0.025, -6.558], [-0.106, 0.070, -0.788], [-0.761, -1.830, 0.346], [1.339, 1.239, -7.168], [1.938, 5.820, 2.069], [-0.781, -0.377, -1.109], [0.201, -6.160, -5.038], [-1.829, -2.650, -1.204], [0.546, 1.740, 0.883], [5.167, 1.878, 2.587], [1.859, -0.202, 0.955], [0.580, 0.692, -0.159], [-0.819, -0.877, -2.439], [-3.212, -7.257, -0.208], [0.093, -0.482, 0.090], [-0.883, -0.776, 0.750], [0.069, -1.195, 0.212], [-0.281, -0.737, -1.151], [-0.341, 0.857, 1.096], [0.098, -0.510, 0.289], [-0.154, -0.410, 0.243], [0.687, 0.015, -0.641], [0.064, 0.738, -0.423], [-1.693, 0.379, 0.477], [-0.292, -0.074, 0.548], [-0.229, -2.210, 0.102], [0.622, -0.448, -0.135], [-0.385, 0.283, 0.400], [0.194, -0.851, -0.400], [0.088, 0.163, 0.029], [-0.580, -0.203, -0.120], [-0.225, -0.161, -0.882], [-0.253, -0.426, -1.633], [-0.539, -0.103, -0.150], [1.452, 0.036, 0.318], [0.242, 0.348, 0.317], [0.220, -0.182, -0.475], [-0.093, -0.672, 1.127], [0.088, -0.496, 0.643], [-0.327, -0.851, -0.826], [-0.210, -0.620, 0.172], [1.649, -0.879, -0.473], [-0.354, -1.739, -0.713], [-0.404, -0.956, -0.609], [0.807, 1.005, -1.118], [0.129, 0.406, -0.703], [1.620, 0.681, 1.527], [-0.615, 0.136, 0.039], [0.360, -0.186, -0.084], [0.841, -0.521, -0.715], [0.544, -1.891, 0.244], [0.416, -0.654, -0.129], [0.520, -0.740, 1.621], [-0.239, -0.360, 0.426], [-0.119, 0.055, -0.332], [-0.102, -1.260, -0.456], [0.598, -0.436, 0.122], [0.094, 0.253, -0.199], [0.446, 0.317, 0.382], [0.385, -1.189, -0.119], [-0.131, 0.269, 0.095], [0.017, 0.115, 0.298], [-0.277, 0.326, -0.081], [0.154, 0.000, -0.093], [0.981, 0.656, 1.138], [0.524, -0.174, 0.988], [0.330, 0.707, 0.503], [-0.162, 0.784, -0.240], [-0.532, -0.299, 0.684], [-0.836, 0.215, 0.695], [0.843, -0.143, -0.827], [0.104, 0.929, -1.010], [-0.059, 0.105, 0.312], [-0.546, -0.309, -0.169], [-0.799, 0.033, -0.343], [0.304, 1.791, 0.339], [0.233, 0.843, 0.158], [0.341, -0.556, 0.285]]
}